1.
Molecular formula: C13H20F12Li2N2O13S6
Method: DFT, ωB97M-V with the def2-TZVPD basis set

Computed properties:
HOMO-LUMO gap (spin up / spin down) in eV: 10.01 / 4.01
Total charge: +1
Spin multiplicity: 2
LUMO (spin up / spin down) in eV: -3.6 / -9.6

Structure (XYZ):
```
68
Properties=species:S:1:pos:R:3:forces:R:3:nbo_charge:R:1
Li 5.155 12.210 -8.482 -1.092 -0.042 0.825 0.86
Li 6.416 12.252 -10.677 0.585 0.143 -0.624 0.95
N 5.578 10.672 -9.860 3.449 -2.866 4.420 -1.30
S 6.240 9.275 -9.047 5.258 -1.189 2.696 2.36
O 7.519 8.835 -9.627 -3.601 1.050 0.226 -0.81
O 5.431 8.296 -8.330 -0.059 1.607 -1.790 -0.86
F 6.744 10.101 -7.786 -0.266 0.562 -0.315 -0.50
S 4.553 9.993 -10.740 -5.139 -0.546 -6.399 2.44
O 3.755 8.867 -10.284 2.119 0.797 -0.738 -0.83
O 5.002 10.111 -12.144 -1.229 -0.458 3.005 -0.87
F 3.503 11.142 -10.473 -0.762 0.592 -1.100 -0.51
N 6.406 13.554 -9.129 3.101 0.377 1.925 -1.27
S 7.958 13.812 -8.392 6.086 -3.398 1.812 2.29
O 8.149 14.652 -7.180 -1.559 -2.091 -3.543 -0.79
O 9.041 13.747 -9.388 -2.836 0.464 2.046 -0.82
F 7.940 12.284 -7.855 -0.097 1.063 0.194 -0.50
S 6.332 15.083 -9.394 -5.301 7.754 -3.706 2.36
O 7.255 15.614 -10.407 -1.000 -1.293 2.801 -0.82
O 5.798 15.940 -8.320 1.987 -2.154 -1.541 -0.85
F 5.002 14.976 -10.293 -0.094 -0.425 -0.267 -0.53
C 2.407 10.187 -4.336 0.577 1.752 1.350 -0.45
C 3.102 8.859 -4.253 0.488 0.023 -0.259 -0.43
C 3.888 8.713 -5.586 -1.171 -1.118 -0.391 -0.50
S 3.169 9.930 -6.816 2.618 1.827 -1.224 1.97
O 2.565 9.345 -8.062 -0.204 0.179 1.643 -0.49
O 4.163 10.990 -7.041 -1.365 -1.476 0.523 -0.88
C 1.853 10.516 -5.677 -1.727 -0.555 -1.116 -0.50
H 3.121 10.966 -4.068 0.261 0.132 -0.126 0.25
H 1.622 10.377 -3.604 -0.318 -0.393 0.039 0.29
H 2.426 8.055 -3.961 -0.043 -0.248 -0.895 0.25
H 3.851 8.840 -3.461 0.030 0.353 0.040 0.27
H 3.617 7.798 -6.112 0.681 -0.325 0.098 0.28
H 4.952 8.946 -5.580 -0.136 -0.070 -0.092 0.30
H 0.982 9.931 -5.971 -0.065 -0.277 0.138 0.26
H 1.619 11.540 -5.969 0.448 0.277 0.109 0.32
C 1.982 15.633 -10.644 1.496 -0.157 0.285 -0.42
C 0.840 14.719 -10.994 0.118 -0.416 -0.755 -0.42
C 1.005 13.413 -10.202 -0.232 -0.528 1.562 -0.63
S 1.993 13.741 -8.673 2.277 1.725 -3.211 2.09
O 3.347 13.117 -8.863 -1.814 0.864 0.972 -1.02
O 1.259 13.507 -7.459 0.061 -0.502 0.337 -0.93
C 2.106 15.558 -9.127 -0.106 -0.057 0.986 -0.62
H 1.848 16.631 -11.062 -0.264 0.149 0.544 0.25
H 2.869 15.281 -11.171 0.234 -0.141 0.365 0.23
H 1.008 14.506 -12.049 -0.591 -0.253 -0.053 0.24
H -0.095 15.272 -10.901 -0.221 -0.578 0.338 0.23
H 1.480 12.593 -10.742 0.033 0.195 0.004 0.26
H 0.167 13.018 -9.628 -0.766 0.021 -0.886 0.25
H 2.927 15.975 -8.544 0.414 -0.026 -0.587 0.27
H 1.216 16.057 -8.742 -0.258 -0.376 0.402 0.24
C 4.138 14.840 -2.103 -0.337 1.379 -1.036 -0.15
C 2.585 14.977 -2.053 0.966 -0.511 -1.082 0.61
C 1.907 13.752 -2.587 -1.704 -2.088 -1.657 0.51
F 2.213 12.573 -1.877 -0.215 1.734 -0.515 -0.35
F 0.523 13.875 -2.635 1.400 0.005 0.738 -0.32
F 2.221 15.113 -0.812 -0.272 0.509 2.474 -0.29
F 2.091 16.048 -2.731 0.589 -0.304 -0.272 -0.31
O 4.578 14.510 -3.475 0.107 -0.457 0.937 -0.53
C 5.819 13.880 -3.504 -1.076 3.001 -0.826 0.85
C 6.220 13.521 -4.936 1.432 3.067 -0.768 0.49
F 7.236 12.625 -4.896 -1.029 -0.352 -0.141 -0.31
F 5.142 13.141 -5.664 0.017 -1.130 0.254 -0.33
F 6.725 14.685 -2.840 -0.283 -0.852 -0.943 -0.33
F 5.752 12.763 -2.910 -0.058 -3.587 2.867 -0.31
H 4.450 14.181 -1.292 0.063 -0.430 -0.480 0.23
H 4.552 15.830 -1.909 -0.124 0.023 0.252 0.23
H 2.177 13.577 -3.629 0.381 -0.006 0.052 0.14
H 6.599 14.405 -5.450 0.138 0.049 0.079 0.18
```
Positions in Å, forces in eV/Å.

=====

2.
Molecular formula: C13H20F2GeIrN3S2
Method: DFT, ωB97M-V with the def2-TZVPD basis set

Computed properties:
HOMO-LUMO gap in eV: 6.58
Spin multiplicity: 1
Relative energy (zero: lowest compared OMol25 entry of this formula, charge and spin) in kJ/mol: 0.00
LUMO in eV: -1.2

Structure (XYZ):
```
42
Properties=species:S:1:pos:R:3:forces:R:3:nbo_charge:R:1
Ir -0.004 -0.109 0.391 -0.856 -0.381 -1.442 0.69
C -4.328 2.552 1.382 0.004 -0.054 -0.177 -0.74
S -3.411 3.152 -0.061 0.105 0.060 0.081 0.28
C -1.992 2.111 0.020 -0.007 -0.107 -0.061 -0.05
S -2.239 0.395 0.241 0.027 0.149 0.211 -0.09
N -0.858 2.726 -0.151 0.012 0.020 -0.147 -0.37
N 0.206 1.856 -0.113 0.189 -0.048 1.003 -0.23
C 1.406 2.281 -0.253 0.100 -0.032 -0.192 0.05
C 2.470 1.269 -0.152 -0.173 0.056 -0.013 0.17
C 3.808 1.598 -0.250 0.087 0.021 -0.048 -0.21
C 4.763 0.595 -0.149 -0.015 0.048 0.006 -0.15
C 4.349 -0.710 0.031 -0.069 -0.024 -0.019 -0.24
C 2.989 -0.972 0.127 0.054 -0.068 0.049 0.08
N 2.072 -0.016 0.048 0.073 0.267 0.231 -0.44
H -5.221 3.172 1.434 -0.002 -0.002 0.028 0.23
H -3.729 2.687 2.279 -0.029 -0.005 0.020 0.23
H -4.607 1.510 1.262 -0.050 0.010 0.027 0.23
H 1.618 3.330 -0.430 0.019 -0.046 -0.108 0.21
H 4.087 2.632 -0.398 0.028 -0.015 0.003 0.23
H 5.817 0.835 -0.204 -0.007 0.013 -0.028 0.23
H 5.057 -1.523 0.105 -0.009 -0.002 0.019 0.23
H 2.613 -1.973 0.293 -0.003 0.003 -0.003 0.23
C -0.462 -5.070 1.649 -0.031 -0.030 0.137 -1.08
Ge -0.360 -3.131 1.954 0.000 -0.243 -0.230 1.62
C 1.312 -2.800 2.936 0.010 0.090 0.016 -1.10
C -1.946 -2.600 2.972 0.056 0.097 0.055 -1.09
C -0.331 -2.184 0.249 0.363 0.206 0.401 -1.26
H -0.537 -5.610 2.595 0.007 -0.005 -0.024 0.22
H 0.429 -5.424 1.127 -0.014 0.011 -0.020 0.22
H -1.337 -5.318 1.047 0.014 0.005 -0.014 0.23
H 1.169 -2.874 4.015 -0.008 -0.035 -0.009 0.23
H 1.709 -1.808 2.719 0.019 -0.005 0.041 0.23
H 2.061 -3.539 2.645 -0.013 -0.011 0.002 0.22
H -1.824 -2.819 4.034 -0.023 -0.002 -0.003 0.23
H -2.811 -3.152 2.604 -0.006 0.006 -0.005 0.23
H -2.152 -1.534 2.855 -0.025 -0.016 0.016 0.23
H -1.289 -2.367 -0.246 0.000 -0.066 -0.010 0.22
H 0.456 -2.634 -0.372 -0.031 -0.053 -0.003 0.20
F -0.501 1.591 2.594 0.042 -0.142 -0.004 -0.38
C 0.167 0.424 2.280 0.177 0.503 0.222 0.48
F 1.482 0.696 2.632 -0.022 -0.090 0.064 -0.39
H -0.197 -0.335 2.976 0.009 -0.083 -0.072 0.13
```
Positions in Å, forces in eV/Å.

=====

3.
Molecular formula: C13H20F2GeIrN3S2
Method: DFT, ωB97M-V with the def2-TZVPD basis set

Computed properties:
HOMO-LUMO gap in eV: 5.62
Spin multiplicity: 1
Relative energy (zero: lowest compared OMol25 entry of this formula, charge and spin) in kJ/mol: 230.93
LUMO in eV: -1.9

Structure (XYZ):
```
42
Properties=species:S:1:pos:R:3:forces:R:3:nbo_charge:R:1
Ir 0.092 -0.011 -0.323 -1.063 2.128 2.040 0.74
C -5.216 0.286 1.005 0.358 0.132 0.166 -0.73
S -4.094 0.292 2.436 -0.020 -0.168 -0.077 0.30
C -2.546 0.218 1.614 0.753 0.682 -1.393 -0.06
S -2.263 1.138 0.179 1.466 -0.976 -0.834 -0.14
N -1.645 -0.501 2.192 -0.970 -1.219 2.672 -0.40
N -0.435 -0.626 1.702 2.235 -1.241 0.286 -0.29
C 0.475 -1.291 2.413 -3.624 1.489 -0.218 0.04
C 1.764 -1.474 1.896 2.515 -0.267 -1.279 0.14
C 2.778 -2.180 2.587 -1.341 0.618 -0.257 -0.21
C 3.971 -2.422 1.961 0.559 0.266 -0.902 -0.15
C 4.189 -1.912 0.674 -0.051 -0.352 0.858 -0.24
C 3.190 -1.160 0.088 0.033 -0.096 -0.376 0.07
N 2.007 -0.962 0.655 -0.766 -0.074 -0.416 -0.45
H -6.209 0.498 1.384 -0.093 0.028 0.049 0.23
H -5.187 -0.695 0.541 -0.065 -0.032 -0.065 0.22
H -4.898 1.048 0.303 -0.181 0.039 -0.065 0.24
H 0.194 -1.692 3.380 -0.047 0.043 0.084 0.21
H 2.582 -2.535 3.586 -0.059 -0.084 0.079 0.23
H 4.739 -2.995 2.455 0.098 -0.072 0.059 0.23
H 5.107 -2.116 0.148 0.090 0.108 -0.057 0.23
H 3.326 -0.732 -0.897 -0.085 0.057 -0.016 0.23
C 0.119 0.978 -4.729 -0.439 -0.231 0.186 -1.07
Ge -1.217 -0.057 -3.688 0.118 -0.511 0.279 1.57
C -1.811 -1.566 -4.858 0.101 0.510 0.214 -1.08
C -2.807 1.052 -3.276 0.432 -0.267 -0.227 -1.08
C -0.485 -1.012 -2.067 0.653 1.145 -0.595 -0.97
H -0.222 1.051 -5.758 -0.103 -0.052 -0.178 0.22
H 1.086 0.486 -4.728 0.133 -0.090 0.061 0.23
H 0.238 1.982 -4.343 0.038 0.083 0.122 0.24
H -2.244 -1.173 -5.773 -0.081 0.052 -0.159 0.22
H -2.559 -2.183 -4.369 -0.084 -0.060 0.123 0.22
H -0.968 -2.196 -5.130 0.146 -0.078 0.003 0.22
H -3.220 1.428 -4.209 -0.035 0.084 -0.116 0.22
H -2.544 1.893 -2.644 0.058 0.128 0.069 0.24
H -3.574 0.468 -2.778 -0.058 -0.131 0.113 0.23
H 0.398 -1.569 -2.403 -0.087 -0.062 -0.121 0.19
H -1.248 -1.735 -1.752 0.029 0.111 0.171 0.19
F 0.142 2.375 -1.980 -0.261 0.360 0.070 -0.37
C 1.010 1.575 -1.290 -0.826 -1.645 -0.035 0.39
F 1.933 1.178 -2.219 0.790 -0.067 -0.361 -0.39
H 1.552 2.237 -0.585 -0.263 -0.289 0.044 0.11
```
Positions in Å, forces in eV/Å.

=====

4.
Molecular formula: C13H20N2O3S
Method: DFT, ωB97M-V with the def2-TZVPD basis set

Computed properties:
HOMO-LUMO gap in eV: 10.15
Spin multiplicity: 1
Relative energy (zero: lowest compared OMol25 entry of this formula, charge and spin) in kJ/mol: 110.77
LUMO in eV: 0.6

Structure (XYZ):
```
39
Properties=species:S:1:pos:R:3:forces:R:3:nbo_charge:R:1
C -4.920 -2.392 1.279 0.005 0.195 -0.152 -0.60
C -4.368 -1.436 0.229 0.180 -0.236 0.143 -0.40
C -2.965 -1.840 -0.218 -0.203 0.166 -0.122 -0.38
C -2.405 -0.884 -1.276 -0.101 -0.028 0.042 -0.49
C -2.273 0.529 -0.736 0.166 -0.528 -0.144 0.68
O -2.976 1.453 -1.085 -0.266 0.340 -0.168 -0.63
N -1.309 0.663 0.210 0.256 -0.038 0.330 -0.63
C -0.976 1.941 0.787 -0.054 0.313 -0.117 -0.21
C 0.148 2.654 0.010 -0.191 -0.179 0.172 -0.44
C 1.379 1.799 -0.022 0.015 0.103 -0.068 -0.01
C 1.582 0.903 -1.068 0.111 0.027 0.068 -0.17
C 2.679 0.059 -1.068 -0.054 -0.109 -0.107 -0.20
C 3.570 0.115 -0.017 0.308 -0.402 0.059 -0.35
S 4.995 -0.950 -0.029 0.570 0.263 -0.324 2.30
N 6.110 0.027 -0.831 -0.550 -0.419 0.376 -1.08
O 5.463 -1.141 1.313 -0.095 0.371 -0.020 -0.94
O 4.730 -2.092 -0.854 -0.151 0.305 -0.178 -0.94
C 3.393 0.996 1.031 0.018 0.028 0.176 -0.18
C 2.293 1.836 1.028 0.048 -0.085 -0.119 -0.21
H -5.920 -2.091 1.581 -0.101 -0.042 0.089 0.21
H -4.971 -3.405 0.885 -0.025 -0.133 0.012 0.20
H -4.284 -2.401 2.162 0.038 -0.041 0.120 0.20
H -4.340 -0.423 0.635 -0.058 0.069 -0.054 0.20
H -5.031 -1.424 -0.638 -0.010 0.100 -0.050 0.20
H -2.302 -1.862 0.650 0.021 -0.093 0.021 0.19
H -2.996 -2.849 -0.636 0.054 -0.032 0.044 0.20
H -3.078 -0.852 -2.134 0.084 0.065 0.002 0.23
H -1.426 -1.235 -1.611 0.024 0.018 -0.064 0.21
H -0.672 -0.100 0.374 -0.114 -0.037 -0.070 0.40
H -1.880 2.552 0.750 0.111 -0.060 0.122 0.24
H -0.676 1.791 1.828 -0.047 0.050 -0.040 0.20
H 0.355 3.607 0.498 0.017 0.066 -0.041 0.22
H -0.207 2.846 -1.003 -0.006 0.067 0.001 0.23
H 0.876 0.872 -1.885 -0.056 -0.001 -0.087 0.21
H 2.852 -0.653 -1.860 -0.063 -0.066 -0.150 0.24
H 6.904 0.240 -0.250 0.114 0.010 0.236 0.40
H 6.396 -0.377 -1.708 -0.035 -0.171 -0.196 0.40
H 4.110 0.998 1.836 0.042 0.070 0.159 0.24
H 2.140 2.527 1.843 -0.003 0.074 0.099 0.22
```
Positions in Å, forces in eV/Å.

=====

5.
Molecular formula: C13H20NO2
Method: DFT, ωB97M-V with the def2-TZVPD basis set

Computed properties:
HOMO-LUMO gap in eV: 5.73
Total charge: +1
Spin multiplicity: 1
Relative energy (zero: lowest compared OMol25 entry of this formula, charge and spin) in kJ/mol: 152.55
LUMO in eV: -5.3

Structure (XYZ):
```
36
Properties=species:S:1:pos:R:3:forces:R:3:nbo_charge:R:1
C -1.857 2.320 2.438 -0.478 0.808 0.301 -0.27
O -0.938 1.222 2.295 1.321 0.095 -1.149 -0.40
C 0.091 1.403 1.516 -0.989 -0.717 0.675 0.48
C 0.846 0.270 1.116 0.275 -0.273 0.019 -0.23
C 1.979 0.461 0.286 -0.233 -0.109 0.247 -0.08
C 2.757 -0.633 -0.076 0.061 0.093 -0.062 -0.23
C 2.413 -1.920 0.363 -0.159 0.595 0.024 -0.08
C 1.276 -2.118 1.153 -0.267 -0.202 0.214 -0.22
C 0.488 -1.047 1.532 0.161 0.477 -0.065 -0.09
H -2.690 1.913 3.014 0.155 0.207 -0.133 0.23
H -1.375 3.149 2.974 -0.094 -0.341 -0.056 0.22
H -2.199 2.677 1.457 0.116 -0.314 0.270 0.21
H 0.268 2.426 1.166 0.213 -0.252 0.006 0.22
H 2.193 1.481 -0.036 0.218 -0.324 -0.019 0.23
H 3.643 -0.499 -0.698 -0.308 0.012 0.175 0.25
H 3.031 -2.769 0.086 -0.086 0.143 0.017 0.24
H 1.009 -3.127 1.480 0.105 0.405 -0.149 0.25
H -0.403 -1.176 2.143 0.244 -0.095 -0.116 0.24
O 2.286 5.063 1.828 0.085 0.887 -0.673 -0.75
C 2.448 5.367 3.208 -0.171 -0.342 0.687 -0.07
C 1.873 4.151 3.909 -0.909 0.139 0.215 -0.04
C 2.084 4.000 5.426 0.350 0.266 -0.104 -0.41
C 2.382 2.500 5.641 -0.316 0.004 -0.103 -0.41
C 2.855 1.981 4.277 0.702 -0.570 0.302 -0.21
N 2.420 2.966 3.338 -0.222 -0.909 -0.958 -0.67
H 2.486 5.853 1.296 -0.060 -0.447 0.314 0.49
H 3.511 5.461 3.483 -0.198 0.166 -0.163 0.17
H 1.874 6.252 3.510 0.267 0.043 -0.156 0.18
H 0.778 4.158 3.724 0.139 0.272 0.002 0.14
H 2.939 4.611 5.733 -0.057 -0.077 0.042 0.21
H 1.209 4.338 5.990 0.236 -0.047 -0.076 0.22
H 3.130 2.330 6.415 -0.131 0.020 -0.002 0.23
H 1.469 1.972 5.926 0.055 0.072 0.106 0.20
H 3.953 1.838 4.274 -0.331 0.084 -0.040 0.18
H 2.406 1.007 4.032 0.145 -0.027 0.249 0.17
H 2.862 3.017 2.436 0.160 0.258 0.157 0.40
```
Positions in Å, forces in eV/Å.

=====

6.
Molecular formula: C13H21BNO8
Method: DFT, ωB97M-V with the def2-TZVPD basis set

Computed properties:
HOMO-LUMO gap in eV: 3.66
Total charge: -1
Spin multiplicity: 1
LUMO in eV: 1.9

Structure (XYZ):
```
44
Properties=species:S:1:pos:R:3:forces:R:3:nbo_charge:R:1
O 0.140 -0.932 3.127 -0.410 -0.336 -0.524 -0.89
B 0.958 -1.749 2.364 0.799 -0.238 0.056 1.13
O 1.647 -1.166 1.279 -0.873 -0.171 -0.266 -0.93
C 1.201 -3.285 2.653 1.025 -0.402 -0.146 -0.59
N 1.998 -3.543 3.859 -0.988 0.723 0.620 -0.73
C 3.133 -2.807 3.950 -0.938 -0.642 -0.071 0.19
C 3.418 -2.061 5.113 0.230 -0.330 0.105 -0.29
C 4.559 -1.309 5.161 -0.039 0.542 1.409 -0.22
C 5.456 -1.242 4.134 1.453 0.605 -0.605 -0.33
C 5.226 -1.986 2.996 0.039 -0.151 -0.637 -0.22
C 4.097 -2.748 2.914 -0.721 -0.227 -0.397 -0.31
H -0.070 -0.147 2.608 0.173 0.248 0.385 0.46
H 1.039 -0.595 0.792 0.387 0.352 0.008 0.46
H 0.222 -3.782 2.707 0.141 -0.124 0.213 0.19
H 1.719 -3.716 1.767 -0.430 0.097 -0.274 0.14
H 2.745 -2.081 5.959 -0.201 -0.075 -0.111 0.20
H 4.763 -0.726 6.058 -0.034 0.014 -0.001 0.18
H 6.337 -0.610 4.196 -0.025 -0.004 0.102 0.18
H 5.890 -1.984 2.135 0.217 0.158 0.160 0.18
H 3.859 -3.331 2.032 0.222 0.026 -0.134 0.19
C 2.844 0.823 -1.858 0.328 -0.221 0.086 -0.26
O 1.495 1.111 -1.474 -0.106 -0.008 0.040 -0.49
C 0.891 2.036 -2.209 0.072 -0.093 0.087 0.98
O 1.367 2.631 -3.140 -0.039 0.033 -0.031 -0.65
O -0.350 2.195 -1.735 -0.083 -0.024 0.021 -0.50
C -1.123 3.167 -2.436 -0.244 0.186 -0.054 -0.26
H 3.205 0.058 -1.177 -0.183 0.019 0.097 0.22
H 2.878 0.441 -2.877 -0.031 0.131 -0.038 0.19
H 3.466 1.710 -1.761 -0.065 0.043 -0.106 0.19
H -1.247 2.878 -3.479 0.125 0.088 -0.031 0.19
H -0.663 4.152 -2.366 0.090 -0.045 -0.111 0.19
H -2.102 3.204 -1.964 0.070 -0.155 0.129 0.20
C -3.544 0.564 -3.303 0.321 -0.149 -0.069 -0.26
O -4.537 1.432 -2.750 0.037 0.051 0.030 -0.49
C -5.750 1.284 -3.276 0.058 0.030 0.072 0.98
O -6.058 0.510 -4.144 -0.025 0.000 -0.027 -0.64
O -6.571 2.148 -2.673 0.001 0.043 0.025 -0.49
C -7.917 2.099 -3.143 -0.245 0.067 -0.002 -0.26
H -2.608 0.780 -2.796 -0.118 0.111 0.141 0.20
H -3.802 -0.480 -3.132 -0.097 0.021 -0.086 0.20
H -3.418 0.753 -4.368 -0.125 -0.071 -0.019 0.19
H -8.352 1.116 -2.964 0.052 -0.032 -0.110 0.19
H -7.965 2.347 -4.202 0.024 -0.123 -0.020 0.19
H -8.475 2.841 -2.578 0.154 0.032 0.082 0.19
```
Positions in Å, forces in eV/Å.